22
Properties=species:S:1:pos:R:3 method="wB97M-V/def2-TZVPD" e_above_lowest_ev=4.172 total_energy_ev=-33672.0920 lumo_ev="-1.93 / -0.73" homo_energy_ev="-6.80 / -7.96"
C 2.9533 -0.6983 0.9195
C 2.0846 -1.5994 0.4914
C 2.6826 0.6538 0.8876
C 0.9654 -1.1617 -0.2382
C 1.5599 1.0930 0.2399
C -2.0152 -0.3876 0.2317
C -3.2429 -0.9317 -0.1549
C 0.7231 0.2447 -0.3825
C -2.1919 1.8829 -0.2008
C -0.3124 0.7809 -1.2747
N -1.5961 0.7794 -0.3911
S -3.1774 2.9424 0.3796
S -3.9057 -2.3101 0.4472
H 3.9183 -1.1303 1.2063
H 2.1965 -2.6558 0.7660
H 3.4161 1.2692 1.2662
H 0.3944 -1.9322 -0.7807
H 1.2402 2.1798 0.3058
H -1.3311 -0.7628 0.9655
H -3.6659 -0.3130 -0.8744
H -0.3010 1.8303 -1.6217
H -0.3949 0.2266 -2.1880

272
Properties=species:S:1:pos:R:3 method="wB97M-V/def2-TZVPD" total_energy_ev=-137673.0686 lumo_ev=0.30 homo_energy_ev=-7.96
C -2.0325 -0.5714 -0.6901
C -1.1744 0.6547 -0.7033
C 0.2893 0.5194 -1.2804
C 1.1698 -0.4265 -0.5808
N 1.8910 -1.0985 0.0104
H -1.6159 -1.4504 -0.1984
H -2.2649 -0.9222 -1.6956
H -2.9436 -0.3576 -0.1313
H -1.1279 1.0794 0.2995
H -1.6774 1.4499 -1.2535
H 0.8274 1.4673 -1.2909
H 0.2785 0.1453 -2.3042
C -4.9387 5.6582 8.3760
O -4.1239 4.4326 8.4137
C -3.2973 4.1557 7.2373
C -2.9592 2.6275 7.2402
N -4.2456 1.9141 6.9749
C -4.0069 0.4952 6.9183
C -3.9389 -0.0899 8.3629
O -5.1305 0.0865 9.1400
C -4.9692 -0.5852 10.3677
H -4.3599 6.5629 8.1902
H -5.4156 5.7951 9.3465
H -5.5959 5.5303 7.5159
H -2.3758 4.7334 7.1652
H -3.7919 4.3759 6.2912
H -2.4791 2.3480 8.1781
H -2.2311 2.3288 6.4860
H -4.8202 2.1102 7.7820
H -3.1571 0.1900 6.3078
H -4.8766 0.0443 6.4404
H -3.0780 0.2960 8.9089
H -3.6984 -1.1531 8.3662
H -4.0937 -0.3947 10.9884
H -5.0010 -1.6546 10.1593
H -5.7707 -0.3293 11.0607
C 2.8457 -5.5903 -7.0090
O 3.5459 -5.9376 -8.2031
C 4.6810 -6.7187 -7.8955
C 5.2439 -7.2134 -9.2400
N 5.7611 -6.0849 -9.9773
C 6.0979 -6.5328 -11.3553
C 4.8909 -7.0923 -12.1909
O 3.7436 -6.2811 -12.1363
C 3.9053 -4.9783 -12.6143
H 2.4408 -6.4851 -6.5361
H 2.1359 -4.8280 -7.3304
H 3.4764 -5.1532 -6.2349
H 4.4010 -7.5758 -7.2831
H 5.4850 -6.2198 -7.3544
H 4.4057 -7.7047 -9.7341
H 5.9506 -8.0006 -8.9771
H 4.9757 -5.4582 -10.0801
H 6.7814 -7.3803 -11.4069
H 6.5071 -5.6964 -11.9218
H 4.6235 -8.0702 -11.7906
H 5.1943 -7.2501 -13.2259
H 2.9501 -4.5646 -12.9378
H 4.6123 -4.9780 -13.4438
H 4.3131 -4.3970 -11.7873
C -7.3080 1.1151 -6.1714
O -7.7272 2.4151 -6.5128
C -6.7143 3.3810 -6.3135
C -7.3319 4.8446 -6.3426
N -8.1646 5.0227 -5.1600
C -8.7081 6.3982 -5.0926
C -9.9632 6.7964 -5.9209
O -11.1621 6.2231 -5.3619
C -12.2607 6.3823 -6.2169
H -7.0215 1.0215 -5.1239
H -6.4637 0.7377 -6.7482
H -8.1003 0.4612 -6.5356
H -5.9941 3.2519 -7.1214
H -6.1335 3.2394 -5.4021
H -7.8464 5.1443 -7.2556
H -6.3763 5.3655 -6.2827
H -8.9952 4.4630 -5.2898
H -7.8885 7.1026 -5.2352
H -8.9629 6.6328 -4.0591
H -9.8508 6.4984 -6.9634
H -10.1495 7.8698 -5.9539
H -12.4715 7.4353 -6.4036
H -13.2131 6.0864 -5.7772
H -12.2052 5.9282 -7.2062
C -3.8170 13.8967 7.2581
O -4.6904 13.5251 6.2060
C -6.0610 13.5819 6.6244
C -6.9361 13.2486 5.3596
N -6.8842 11.8006 4.9841
C -7.5457 11.3317 3.7540
C -7.1913 9.9010 3.2344
O -5.8370 9.9207 2.8339
C -5.5439 8.6899 2.1286
H -3.9643 14.9739 7.3355
H -2.7852 13.7626 6.9331
H -3.9022 13.4449 8.2464
H -6.3497 14.5801 6.9536
H -6.2508 12.8117 7.3720
H -6.5443 13.8774 4.5602
H -7.9728 13.5847 5.3834
H -5.9143 11.5284 4.9122
H -7.3306 12.0244 2.9403
H -8.6257 11.2924 3.8960
H -7.8781 9.6666 2.4210
H -7.3178 9.1756 4.0381
H -4.4789 8.5874 1.9203
H -6.1132 8.6138 1.2023
H -5.6825 7.8376 2.7937
C 2.0343 -4.8347 8.8366
O 2.1081 -3.9535 7.7088
C 2.3237 -4.6615 6.4742
C 3.7487 -5.3239 6.3973
N 3.7803 -6.6563 6.9450
C 5.1343 -7.2107 6.7043
C 5.0614 -8.7280 6.9582
O 4.1427 -9.2115 5.9487
C 3.5548 -10.5234 6.1319
H 1.4979 -4.4637 9.7100
H 2.9084 -5.3650 9.2145
H 1.3764 -5.6696 8.5951
H 2.2100 -3.8763 5.7268
H 1.4837 -5.3380 6.3163
H 4.3221 -4.6790 7.0632
H 4.2135 -5.1652 5.4243
H 3.0831 -7.2783 6.5617
H 5.8380 -6.7169 7.3744
H 5.4827 -7.0020 5.6928
H 4.7687 -8.9807 7.9773
H 6.0014 -9.2206 6.7094
H 2.8529 -10.5859 6.9634
H 4.3369 -11.2634 6.3016
H 3.0243 -10.6857 5.1936
C -8.0501 -7.3228 1.7889
O -8.6933 -8.4383 2.4773
C -7.8746 -8.9406 3.5050
C -8.4647 -10.2305 4.0492
N -9.8080 -10.0576 4.6536
C -10.3831 -11.3430 5.1328
C -10.9906 -12.1900 3.9547
O -9.9542 -12.8287 3.1962
C -10.3926 -13.5311 2.1010
H -8.5941 -6.8714 0.9592
H -7.0384 -7.3982 1.3904
H -7.8944 -6.4673 2.4462
H -7.6725 -8.1551 4.2333
H -6.9039 -9.3118 3.1764
H -7.8309 -10.6922 4.8063
H -8.5918 -10.9461 3.2369
H -10.3582 -9.7602 3.8605
H -11.1695 -11.0987 5.8469
H -9.7189 -12.0199 5.6702
H -11.4880 -11.4699 3.3049
H -11.7082 -12.8951 4.3740
H -9.9124 -14.4984 2.2482
H -10.0385 -12.9824 1.2282
H -11.4656 -13.7163 2.0509
C 8.7433 3.2393 -2.9645
O 9.6435 3.2852 -4.0351
C 10.9895 3.4664 -3.5663
C 11.9649 3.5196 -4.7396
N 12.0815 2.2048 -5.3345
C 12.7711 2.1984 -6.6549
C 12.5615 0.9311 -7.5140
O 11.3738 1.0844 -8.3638
C 11.1555 -0.0385 -9.1797
H 8.6897 4.2157 -2.4831
H 9.0498 2.3630 -2.3933
H 7.7409 3.1037 -3.3706
H 11.2588 2.6424 -2.9056
H 11.0313 4.4462 -3.0904
H 12.9408 3.9167 -4.4604
H 11.4922 4.1834 -5.4634
H 11.1531 1.8143 -5.4098
H 13.8466 2.2192 -6.4785
H 12.5304 3.0191 -7.3306
H 12.4578 0.1030 -6.8128
H 13.4642 0.8132 -8.1135
H 12.0932 -0.3409 -9.6459
H 10.4327 0.3080 -9.9183
H 10.8028 -0.8954 -8.6057
C 7.2668 0.1923 -4.8958
O 6.0245 0.7227 -5.3213
C 5.8545 0.8374 -6.7194
C 6.8964 1.8155 -7.3297
N 6.6757 3.2133 -6.8920
C 7.6144 4.0763 -7.6083
C 7.3744 5.5059 -7.1342
O 8.1694 6.3377 -7.9829
C 7.8753 7.6878 -7.8632
H 8.0073 0.9847 -4.7873
H 7.6934 -0.5245 -5.5974
H 7.2034 -0.3789 -3.9696
H 4.8447 1.1982 -6.9147
H 6.0409 -0.0796 -7.2784
H 6.7774 1.8862 -8.4108
H 7.9128 1.4949 -7.1011
H 6.9937 3.3651 -5.9455
H 7.3705 3.9703 -8.6654
H 8.6574 3.8770 -7.3626
H 7.6142 5.6196 -6.0770
H 6.3482 5.7729 -7.3867
H 8.0265 8.0479 -6.8456
H 6.8453 7.9143 -8.1386
H 8.5777 8.3168 -8.4102
C 0.5695 8.6585 5.4182
O 1.5961 7.6992 5.2602
C 1.7174 7.3631 3.8939
C 2.7983 6.2765 3.7108
N 2.4554 5.0747 4.4738
C 3.6339 4.2349 4.6858
C 3.3052 3.3300 5.9104
O 3.4579 4.1122 7.0457
C 3.2146 3.4853 8.3253
H 0.8247 9.6154 4.9629
H 0.3884 8.8682 6.4724
H -0.3975 8.3810 4.9987
H 2.1251 8.2271 3.3691
H 0.7859 7.0139 3.4483
H 3.7906 6.6450 3.9709
H 2.7801 6.0659 2.6415
H 2.1603 5.2888 5.4157
H 4.6521 4.6212 4.7327
H 3.6686 3.5211 3.8628
H 4.0907 2.5786 5.9903
H 2.3143 2.8839 5.8254
H 2.2210 3.0380 8.3516
H 3.3775 4.3052 9.0249
H 4.0761 2.8231 8.4116
C 0.6729 -9.3968 4.8306
O 1.4200 -8.6903 3.8454
C 0.7565 -8.5364 2.5772
C 1.7653 -7.9004 1.6538
N 2.9124 -8.8224 1.5110
C 4.0413 -8.1806 0.7587
C 5.1179 -9.1956 0.3959
O 5.9845 -9.4574 1.4820
C 6.8224 -10.5660 1.4065
H -0.1627 -8.7856 5.1719
H 1.3891 -9.4989 5.6459
H 0.4005 -10.3540 4.3860
H -0.0672 -7.8230 2.6034
H 0.3028 -9.4492 2.1909
H 2.1687 -7.0333 2.1769
H 1.2409 -7.6415 0.7340
H 3.2301 -9.1583 2.4089
H 4.5084 -7.3797 1.3320
H 3.7419 -7.6482 -0.1440
H 5.6746 -8.7189 -0.4110
H 4.6834 -10.0975 -0.0351
H 7.5049 -10.4139 0.5703
H 6.2670 -11.5037 1.3870
H 7.4015 -10.5009 2.3276
N 2.0513 5.7565 -4.5585
C 0.7430 5.4844 -4.6839
C 0.0030 6.5473 -4.0260
C 0.9338 7.3482 -3.4167
C 2.1789 6.8808 -3.8239
H 2.8077 5.2303 -4.9722
H 0.3713 4.6467 -5.2553
H -1.0671 6.6521 -3.9248
H 0.8022 8.2529 -2.8418
H 3.1694 7.2812 -3.6656
N -10.1085 0.6126 1.5012
C -10.9275 0.6549 0.3918
C -10.2198 1.2838 -0.6487
C -8.8992 1.4435 -0.1899
C -8.9120 1.1184 1.1119
H -10.3188 0.2370 2.4148
H -11.9709 0.3768 0.3737
H -10.6182 1.4927 -1.6305
H -8.0773 1.8423 -0.7660
H -8.1526 1.1533 1.8790

The records above yield max |F| values of 3.95, 3.26 eV/A, respectively.